No. 1
70
Properties=species:S:1:pos:R:3:forces:R:3:lowdin_charge:R:1 method="wB97M-V/def2-TZVPD" total_charge=-2 energy_ha=-12058.4533 e_homo_ev=-1.2 orbital_gap_ev=4.791 molar_mass_g_mol=916.039
Ti 1.299274 0.217693 0.356142 0.1 0.9 0.6 0.599
C -2.266798 2.865637 0.973795 0.0 0.0 0.0 -0.056
C -2.463804 1.652957 0.098427 0.0 0.0 0.0 -0.166
C -2.688156 0.414707 0.731576 0.0 0.0 -0.1 -0.173
C -2.783446 0.413824 2.237108 0.0 0.0 0.0 -0.042
C -2.785672 -0.750954 -0.029753 0.0 0.0 0.0 -0.180
C -2.989680 -2.110002 0.597342 0.0 0.0 0.0 -0.044
C -2.656430 -0.687292 -1.426547 0.0 0.0 0.0 -0.209
C -2.784991 -1.961147 -2.234216 0.0 0.0 0.0 -0.053
C -2.419455 0.536311 -2.050270 0.0 0.0 0.0 -0.207
C -2.161989 0.611224 -3.539329 0.0 0.0 0.0 -0.055
C -2.370211 1.715254 -1.292260 0.0 0.1 0.0 -0.184
C -2.201638 3.021888 -2.029592 0.0 0.0 0.0 -0.044
H -3.150845 3.080916 1.580352 0.0 0.0 0.0 0.083
H -2.013393 3.766678 0.428406 0.0 0.0 0.0 0.025
H -1.435743 2.705585 1.665254 0.0 0.0 0.0 0.076
H -1.805922 0.634949 2.673107 0.0 0.0 0.0 0.092
H -3.129697 -0.533581 2.640943 0.0 0.0 0.0 0.055
H -3.473698 1.185413 2.581182 0.0 0.0 0.0 0.076
H -3.994907 -2.497069 0.397195 0.0 0.0 0.0 0.082
H -2.843325 -2.102365 1.670622 0.0 0.0 0.0 0.040
H -2.276223 -2.831780 0.193921 0.0 0.0 0.0 0.085
H -1.857412 -2.544142 -2.220105 0.0 0.0 0.0 0.085
H -3.037745 -1.761544 -3.273368 0.0 0.0 0.0 0.062
H -3.570097 -2.600280 -1.829274 0.0 0.0 0.0 0.068
H -3.067814 0.859671 -4.104185 0.0 0.0 0.0 0.084
H -1.774680 -0.328040 -3.931671 0.0 0.0 0.0 0.063
H -1.420448 1.377553 -3.760536 0.0 0.0 0.0 0.073
H -1.180652 3.137485 -2.402503 0.0 0.0 0.0 0.075
H -2.416346 3.882895 -1.405003 0.0 0.0 0.0 0.069
H -2.874822 3.061869 -2.889837 0.0 0.0 0.0 0.075
O 0.663019 -1.157616 -1.614606 -0.1 0.0 0.1 -0.115
C 1.650554 -0.419438 -2.383525 -0.2 -0.2 0.1 -0.200
C 2.014828 0.797051 -1.586721 0.0 -0.3 0.1 -0.450
C 3.225630 1.520173 -1.902016 0.1 0.1 -0.1 -0.093
C 3.296441 2.851349 -1.703836 0.0 0.0 0.0 -0.109
C 2.148401 3.555897 -1.197153 0.0 0.0 -0.1 -0.154
C 1.025533 2.870801 -0.907301 0.0 0.0 -0.1 -0.245
N 0.892018 1.501569 -1.099037 0.0 -0.3 0.2 -0.083
H -0.178534 -0.679971 -1.705039 0.0 0.0 0.0 0.054
H 1.228646 -0.243368 -3.384709 0.1 0.2 0.0 0.115
H 2.523239 -1.068428 -2.479710 0.0 -0.1 0.0 0.108
H 4.075992 0.966115 -2.292900 0.0 0.0 0.0 0.094
H 4.217751 3.392353 -1.878575 0.0 0.0 0.0 0.090
H 2.196762 4.611000 -0.970888 0.0 0.0 0.0 0.056
H 0.168846 3.372075 -0.474931 0.0 0.0 0.0 0.042
O 0.115067 -0.966008 1.524791 0.4 0.0 -0.6 -0.180
C 0.313127 -2.121146 2.060974 0.0 -0.1 0.1 -0.337
C -0.583734 -2.568711 3.066733 -0.2 0.1 0.0 -0.021
C -0.540306 -3.832637 3.595014 0.1 0.0 -0.1 -0.100
C 0.442360 -4.732240 3.169501 0.0 0.0 0.0 -0.127
C 1.387151 -4.290834 2.270669 0.1 -0.1 0.0 -0.064
C 1.382983 -2.999627 1.725016 -0.3 -0.1 0.3 -0.073
C 2.524249 -2.560920 0.942935 0.4 0.2 -0.2 -0.244
N 2.833270 -1.329728 0.562366 -0.5 0.1 -0.2 0.025
C 4.083220 -1.360307 -0.007189 -0.1 0.1 0.0 -0.107
C 4.547744 -2.629442 0.005988 0.0 -0.1 0.0 -0.082
N 3.547239 -3.382295 0.588668 0.1 -0.2 0.1 0.099
H -1.328888 -1.854078 3.392408 0.0 0.0 0.0 0.102
H -1.263840 -4.125453 4.346883 0.0 0.0 0.0 0.096
H 0.489005 -5.738290 3.566111 0.0 0.0 0.0 0.084
H 2.177081 -4.984165 2.002232 0.0 0.0 0.0 0.090
H 4.537591 -0.456383 -0.374669 0.0 0.0 0.0 0.110
H 5.466528 -3.064655 -0.343464 0.0 0.0 0.0 0.100
H 3.616543 -4.352631 0.826113 0.0 0.0 0.0 0.130
Se 0.435473 5.531296 1.483455 -0.2 0.0 0.0 -0.220
Sb 2.354438 4.438009 2.481414 0.1 0.0 -0.1 -0.339
Se 2.141271 1.715454 1.972550 -0.1 -0.1 0.1 0.137
Se 4.463979 4.975376 1.421141 0.1 0.0 0.0 -0.303
Se 2.306090 4.385537 4.894384 0.0 -0.1 0.0 -0.339

No. 2
72
Properties=species:S:1:pos:R:3:forces:R:3:lowdin_charge:R:1 method="wB97M-V/def2-TZVPD" total_charge=-1 energy_ha=-7186.5827 e_homo_ev=-3.1 orbital_gap_ev=5.694 molar_mass_g_mol=782.982
Pd -0.491911 0.847708 -1.438939 0.5 -0.2 0.6 0.041
C -1.491151 6.414853 -1.566322 -0.1 0.1 0.0 -0.051
C -0.541020 5.352986 -2.033220 0.1 0.0 0.0 -0.262
C 0.838259 5.491538 -1.929187 -0.1 0.0 0.0 -0.041
C 1.673207 4.459938 -2.323308 0.0 -0.1 0.0 -0.133
C 1.072604 3.306459 -2.806863 -0.1 0.1 0.1 -0.774
Br 2.164052 1.816247 -3.257078 0.1 0.1 -0.1 0.711
N -0.227935 3.155899 -2.936437 0.2 -0.2 -0.1 0.030
C -1.016736 4.159135 -2.559485 0.0 0.0 0.0 -0.114
H -0.971788 7.356720 -1.385236 0.0 0.0 0.0 0.070
H -1.978073 6.113641 -0.636662 0.0 0.0 0.0 0.085
H -2.276506 6.594323 -2.301457 0.0 0.0 0.0 0.078
H 1.261179 6.405262 -1.526281 0.0 0.0 0.0 0.110
H 2.748576 4.532420 -2.247452 0.0 0.0 0.0 0.093
H -2.081529 3.968957 -2.649379 0.0 0.0 0.0 0.052
C -3.095829 -1.023086 -1.003847 -0.1 0.0 0.0 -0.277
As -3.261020 0.198808 -2.494730 -0.1 0.0 0.0 0.612
C -4.607451 -0.744096 -3.548635 0.0 0.1 0.0 -0.292
C -1.747627 0.194758 -3.687875 -0.1 -0.1 -0.2 -0.306
S -4.040782 2.082522 -1.964032 0.1 -0.1 0.0 -0.015
H -3.181875 -2.044435 -1.370477 0.0 0.0 0.0 0.022
H -3.923139 -0.777575 -0.336772 0.0 0.0 0.0 0.028
H -2.133812 -0.885408 -0.510453 0.0 0.0 0.0 -0.030
H -4.252657 -1.749911 -3.776527 0.0 0.0 0.0 0.021
H -4.788116 -0.193819 -4.470502 0.0 0.0 0.0 0.024
H -5.528491 -0.788445 -2.969585 0.0 0.0 0.0 0.023
H -1.847049 -0.666897 -4.349909 -0.1 0.0 0.0 0.024
H -0.779027 0.039916 -3.156262 -0.1 0.0 -0.1 -0.038
H -1.756928 1.136722 -4.231563 0.0 0.0 0.0 0.020
C 1.608786 -4.548653 3.297916 0.0 0.0 0.0 -0.053
C 1.937258 -3.110441 3.593018 0.0 0.0 0.0 -0.279
C 2.210247 -2.220330 2.564479 0.0 0.1 0.0 -0.043
C 2.505890 -0.886771 2.815944 0.0 0.1 0.1 -0.026
C 2.507550 -0.411688 4.121691 0.0 0.1 0.0 -0.256
N 2.787224 0.932906 4.502813 0.0 0.0 -0.3 0.127
C 3.170658 2.017229 3.735470 -0.1 -0.1 0.0 -0.526
O 4.008434 2.800804 4.153226 0.1 0.0 0.0 0.044
N 2.593378 2.209508 2.497751 0.0 0.0 0.1 0.134
C 1.262118 2.035036 2.056125 0.0 -0.1 -0.1 -0.219
C 0.250152 1.378997 2.749531 0.0 0.0 0.0 -0.017
C -0.999399 1.300731 2.158914 0.0 0.0 -0.1 -0.058
C -1.219829 1.891407 0.922698 -0.1 0.2 0.0 -0.194
N -0.254047 2.548793 0.265135 -0.1 0.1 -0.1 0.021
C 0.951776 2.595292 0.818562 0.0 -0.1 0.1 -0.102
C 2.219010 -1.293799 5.162013 0.0 -0.1 0.0 -0.044
C 1.949208 -2.625665 4.897160 0.0 0.0 0.0 -0.059
H 1.844291 -4.785266 2.260529 0.0 0.0 0.0 0.057
H 0.545654 -4.751962 3.446504 0.0 0.0 0.0 0.081
H 2.169704 -5.225501 3.946050 0.0 0.0 0.0 0.073
H 2.161636 -2.544885 1.531840 0.0 0.0 0.0 0.066
H 2.709010 -0.237539 1.978616 0.0 0.1 0.0 0.099
H 3.201564 1.017221 5.417650 0.0 0.0 0.0 0.137
H 3.068368 2.961387 2.022462 0.0 0.0 0.0 0.140
H 0.422521 0.937545 3.719267 0.0 0.0 0.0 0.102
H -1.803502 0.771195 2.651946 0.0 0.0 0.0 0.105
H -2.201004 1.902383 0.459383 0.0 0.0 0.0 0.061
H 1.724166 3.101328 0.244690 0.0 0.0 0.0 0.106
H 2.205234 -0.927207 6.182744 0.0 0.0 0.0 0.105
H 1.732989 -3.297629 5.721146 0.0 0.0 0.0 0.107
C 0.733535 -6.149126 -0.654330 0.0 0.0 0.0 -0.046
C 0.283798 -4.862619 -1.291546 -0.1 -0.1 -0.1 -0.368
C -0.492221 -4.888653 -2.451896 0.0 0.1 0.0 -0.060
C -0.860197 -3.651301 -2.949273 0.0 -0.1 0.1 -0.174
N -0.523384 -2.503834 -2.382361 -0.1 0.0 -0.1 0.033
C 0.224861 -2.561694 -1.255330 0.2 0.2 0.0 -0.832
S 0.710706 -1.112898 -0.465377 -0.2 0.2 -0.2 0.579
N 0.638062 -3.735641 -0.707141 0.1 -0.1 0.1 0.076
H 1.173326 -6.816232 -1.397740 0.0 0.0 0.0 0.072
H -0.117606 -6.669356 -0.208743 0.0 0.0 0.0 0.076
H 1.463966 -5.947168 0.126285 0.0 0.0 0.0 0.057
H -0.780204 -5.813137 -2.933384 0.0 0.0 0.0 0.090
H -1.461102 -3.577906 -3.855967 0.0 0.0 0.0 0.096

No. 3
76
Properties=species:S:1:pos:R:3:forces:R:3:lowdin_charge:R:1 method="wB97M-V/def2-TZVPD" total_charge=-1 de_lowest_kcal_mol=35.2 energy_ha=-5187.4209 multiplicity=5 s_squared=6.00 e_homo_ev="-4.8 / -4.9" orbital_gap_ev="7.341 / 7.351" molar_mass_g_mol=809.569
Pm 0.270811 -0.201584 -0.709891 -2.7 -1.6 2.6 1.655
C -3.795419 4.283593 0.043842 0.1 0.0 0.0 -0.078
O -2.698304 3.397540 0.116340 -0.1 0.1 -0.1 -0.121
C -2.078488 3.246531 1.328152 0.0 0.1 0.1 -0.199
C -2.441879 3.925050 2.470129 0.1 -0.1 0.1 -0.037
C -1.763527 3.688164 3.678034 0.0 0.0 -0.1 -0.116
C -0.764659 2.746032 3.711236 0.0 0.0 0.0 -0.075
C -0.393395 2.035687 2.558396 0.1 -0.1 0.1 -0.145
C 0.553535 0.936862 2.696642 -0.2 0.3 0.1 -0.078
N 0.736821 0.036335 1.814413 0.3 -0.5 -0.1 -0.067
N 1.560480 -1.003915 2.256746 0.1 0.1 0.2 0.066
C 1.528117 -2.035968 1.467268 -0.1 -0.2 0.1 -0.478
O 0.824900 -2.181450 0.390908 0.3 -0.2 0.5 -0.230
C 2.354934 -3.205603 1.913996 0.0 0.0 -0.1 -0.132
C 2.109409 -4.457444 1.363091 0.0 -0.1 0.0 -0.028
C 2.854115 -5.562854 1.756580 0.0 0.1 0.0 -0.093
C 3.860908 -5.421226 2.700772 0.0 0.0 0.0 -0.111
C 4.112613 -4.170649 3.254620 0.0 0.0 0.0 -0.094
C 3.363763 -3.069716 2.866355 0.0 0.0 0.0 -0.031
C -1.000498 2.311896 1.316735 0.3 0.0 -0.1 -0.302
O -0.614619 1.772191 0.209355 -0.4 0.0 0.0 -0.205
H -3.497851 5.309449 0.278839 0.0 0.0 0.0 0.095
H -4.594813 3.981231 0.725127 0.0 0.0 0.0 0.093
H -4.154158 4.241789 -0.981116 0.0 0.0 0.0 0.094
H -3.246089 4.647031 2.447267 0.0 0.0 0.0 0.094
H -2.043347 4.234506 4.568834 0.0 0.0 0.0 0.088
H -0.260219 2.519493 4.645102 0.0 0.0 0.0 0.102
H 1.063637 0.821777 3.654520 0.0 0.0 0.0 0.122
H 1.324230 -4.552827 0.624640 0.0 0.0 0.0 0.098
H 2.651495 -6.534470 1.322206 0.0 0.0 0.0 0.095
H 4.450167 -6.279161 3.001786 0.0 0.0 0.0 0.092
H 4.898851 -4.054663 3.991026 0.0 0.0 0.0 0.094
H 3.541805 -2.089488 3.287385 0.0 0.0 0.0 0.104
O -1.593930 3.175716 -2.512777 0.1 0.0 0.1 -0.256
As -0.373062 1.943082 -2.852700 -1.0 1.1 -1.5 0.869
O -0.093762 1.973132 -4.458860 0.1 -0.1 0.2 -0.456
O -1.109665 0.572467 -2.200880 -0.1 0.7 -0.8 -0.578
C 1.164482 2.804925 -1.936347 0.2 -0.5 -0.2 -0.218
C 1.025162 4.168818 -1.689311 0.1 -0.1 0.1 -0.071
C 2.114095 4.917946 -1.273547 0.0 0.0 0.0 -0.069
C 3.364369 4.330295 -1.108630 -0.1 0.1 0.0 -0.074
C 3.526910 2.980991 -1.357548 -0.2 0.0 -0.1 -0.054
C 2.428196 2.235964 -1.776474 -0.1 0.1 -0.1 -0.271
S 2.689189 0.489364 -1.882488 1.3 0.3 -0.5 0.480
O 2.507002 0.082324 -0.469173 1.2 0.1 -0.2 -0.402
O 3.979881 0.225843 -2.429737 0.2 0.0 -0.1 -0.257
O 1.548737 -0.072212 -2.642971 0.7 0.4 -0.4 -0.436
H -1.886121 3.030233 -1.596040 0.0 0.0 0.1 0.004
H 0.060485 4.628272 -1.840452 0.0 0.0 0.0 0.102
H 1.987878 5.977398 -1.085469 0.0 0.0 0.0 0.101
H 4.208902 4.924661 -0.783012 0.0 0.0 0.0 0.101
H 4.484207 2.491009 -1.239561 0.0 0.0 0.0 0.116
C -2.210417 -1.155686 1.477297 0.1 0.0 0.0 -0.085
N -2.091457 -1.311799 0.025368 -0.2 -0.1 0.2 -0.315
C -3.239133 -0.663401 -0.611357 0.1 0.0 0.0 -0.086
C -2.038541 -2.743257 -0.292674 0.1 0.1 -0.1 -0.199
C -1.808229 -3.019079 -1.770950 0.0 0.1 0.0 -0.184
N -0.623531 -2.350547 -2.329205 0.2 -0.1 -0.2 -0.291
C -0.896532 -1.894506 -3.698630 0.0 0.0 0.0 -0.099
C 0.518165 -3.268883 -2.382738 -0.1 0.0 0.1 -0.095
H -3.118904 -1.649384 1.854198 0.0 0.0 0.0 0.092
H -2.252915 -0.096086 1.730251 0.0 0.0 0.0 0.083
H -1.343735 -1.592675 1.971179 0.0 0.0 0.0 0.081
H -4.177161 -1.164556 -0.324654 0.0 0.0 0.0 0.094
H -3.132751 -0.663588 -1.692558 0.0 0.0 0.0 0.069
H -3.272670 0.380605 -0.300067 0.0 0.0 0.0 0.088
H -2.983120 -3.226367 0.005381 0.0 -0.1 0.0 0.124
H -1.228440 -3.176869 0.290143 0.0 0.0 0.1 0.104
H -2.681791 -2.694286 -2.335764 0.0 0.0 0.0 0.110
H -1.730972 -4.105377 -1.904152 0.0 -0.1 -0.1 0.122
H -1.158263 -2.746028 -4.345027 0.0 0.0 0.0 0.090
H -0.019234 -1.392874 -4.102059 0.0 0.0 0.0 0.083
H -1.703307 -1.168139 -3.697017 0.0 0.0 0.0 0.074
H 0.300876 -4.122876 -3.040687 0.0 0.0 0.0 0.088
H 0.758263 -3.626768 -1.386044 0.0 0.0 0.0 0.059
H 1.387535 -2.741962 -2.773621 0.0 0.0 0.0 0.087